(1)
# C22H32AsN4O2Si2Tc

C22H32AsN4O2Si2Tc as an isolated structure in a non-equilibrium geometry (ωB97M-V with the def2-TZVPD basis set, the Open Molecules 2025 dataset).

Properties
<S²>: 1.03
Frontier orbital gap (spin up / spin down), eV: 5.4252 / 5.7242

Geometry as ORCA input:
```
! wB97M-V def2-TZVPD RIJCOSX def2/J DEFGRID3
* xyz 3 2
Tc 0.8371 0.1322 0.4361
O -1.8958 6.4943 -2.6691
C -0.7131 6.4922 -2.0891
O -0.1049 7.4957 -1.8532
C -0.1127 5.1571 -1.6839
C 1.1097 5.2024 -1.0113
C 1.7280 4.0403 -0.6086
C 1.1503 2.7994 -0.9035
C -0.0814 2.7543 -1.5599
C -0.7060 3.9261 -1.9426
N 1.7755 1.6140 -0.5287
C 3.0871 1.5248 -0.5768
C 3.6856 0.3771 -0.0019
C 5.0623 0.1010 -0.0204
C 5.5308 -1.0519 0.5701
C 4.6186 -1.9103 1.1909
C 3.2842 -1.5732 1.1918
N 2.8051 -0.4686 0.6108
H -2.2922 5.6327 -2.8532
H 1.5656 6.1628 -0.8196
H 2.6544 4.0873 -0.0561
H -0.5141 1.7947 -1.8212
H -1.6471 3.8507 -2.4642
H 3.6816 2.2954 -1.0482
H 5.7268 0.8054 -0.4943
H 6.5820 -1.2839 0.5581
H 4.9449 -2.8128 1.6795
H 2.5624 -2.2060 1.6917
N 1.2268 0.4882 3.4624
C 0.6674 1.0226 4.5559
C -0.6467 1.3147 4.2418
C -0.8028 0.9121 2.9206
N 0.3459 0.4083 2.4479
H 2.1837 0.1743 3.3664
H 1.2114 1.1745 5.4673
H -1.3760 1.7596 4.8864
H -1.6864 0.9536 2.3068
C -3.4439 0.8318 -1.7114
Si -3.5137 -1.0040 -1.2380
C -4.1110 -1.3759 0.5310
C -3.9162 -2.2207 -2.6351
As -0.7481 -1.2629 -0.4944
Si -0.4245 -4.0496 -0.0426
C -2.0734 -4.7881 -0.6147
C -0.1023 -3.6523 1.7920
C 1.0985 -4.5214 -1.0634
H -4.4544 1.2078 -1.8530
H -2.9134 0.9776 -2.6492
H -2.9718 1.4402 -0.9428
H -5.1221 -1.7770 0.5114
H -4.1461 -0.4686 1.1313
H -3.4819 -2.0948 1.0527
H -4.9349 -2.0307 -2.9763
H -3.8805 -3.2635 -2.3261
H -3.2637 -2.0958 -3.4981
H -2.9527 -4.3128 -0.1879
H -2.1158 -5.8411 -0.3432
H -2.1433 -4.7419 -1.6990
H -0.9440 -3.1449 2.2567
H 0.7611 -2.9974 1.8821
H 0.1063 -4.5474 2.3707
H 0.8094 -4.8762 -2.0498
H 1.6399 -5.3328 -0.5813
H 1.7947 -3.6985 -1.2006
*
```

(2)
# C22H32BCl3N12OSiTi

C22H32BCl3N12OSiTi as an isolated structure (ωB97M-V with the def2-TZVPD basis set, the Open Molecules 2025 dataset).

Properties
<S²>: 0.75
Frontier orbital gap (spin up / spin down), eV: 8.1013 / 8.4207

Geometry as ORCA input:
```
! wB97M-V def2-TZVPD RIJCOSX def2/J DEFGRID3
* xyz 1 2
Ti -0.1041 -0.3524 -0.1325
C -0.0352 3.3761 2.2116
C 0.5749 2.3217 1.5440
N -0.3396 1.5081 1.0138
N -1.5526 2.0297 1.3287
C -1.3913 3.1472 2.0534
B -2.7933 1.2362 0.8274
N -2.6988 -0.1994 1.4274
C -3.5107 -0.7796 2.3248
C -3.0012 -2.0238 2.6438
C -1.8421 -2.1279 1.8847
N -1.6621 -1.0230 1.1609
N -2.6867 1.1329 -0.7246
C -3.4864 1.6470 -1.6698
C -3.0298 1.2379 -2.9094
C -1.9250 0.4443 -2.6277
N -1.7160 0.3908 -1.3100
N -4.1336 1.8241 1.1919
C -5.3428 1.3311 0.8036
C -6.3166 2.0496 1.4424
C -5.6019 2.9739 2.2298
N -4.2996 2.8340 2.0804
H 0.4320 4.1941 2.7300
H 1.6257 2.1244 1.3974
H -2.2544 3.6855 2.4006
H -4.3928 -0.2747 2.6801
H -3.4197 -2.7503 3.3164
H -1.1393 -2.9434 1.8045
H -4.3223 2.2719 -1.4062
H -3.4480 1.4722 -3.8716
H -1.2797 -0.1023 -3.2973
H -5.4148 0.5054 0.1137
H -7.3821 1.9297 1.3579
H -5.9855 3.7340 2.8912
C 3.6682 -0.3605 3.8651
N 2.4997 -0.9371 3.2173
C 1.5994 -1.7498 4.0294
C 2.2066 -0.6739 1.9619
O 1.1993 -1.1209 1.3831
H 4.3124 -1.1530 4.2439
H 3.3586 0.2734 4.6958
H 4.2270 0.2398 3.1503
H 2.1850 -2.2719 4.7824
H 1.0898 -2.4696 3.3956
H 0.8577 -1.1190 4.5211
H 2.9264 -0.0393 1.4327
C 3.9298 -2.6594 -3.0677
C 3.6534 -2.8147 -1.5881
N 2.7507 -1.7570 -1.1440
C 2.4714 -0.6289 -1.8190
N 1.4958 0.1595 -1.3404
C 1.3699 1.4937 -1.9460
C 1.5578 1.4166 -3.4470
C 2.9385 0.8598 -3.7192
N 3.1889 -0.3348 -2.9123
C 4.2781 -1.2112 -3.3462
H 3.0473 -2.9390 -3.6433
H 4.7533 -3.3073 -3.3641
H 4.5861 -2.7593 -1.0202
H 3.1790 -3.7710 -1.3725
H 2.1484 -1.9522 -0.3586
H 2.1100 2.1757 -1.5101
H 0.3876 1.8984 -1.6962
H 1.4578 2.3991 -3.9073
H 0.8007 0.7584 -3.8772
H 3.7062 1.6095 -3.5036
H 3.0423 0.5748 -4.7664
H 5.2100 -0.9256 -2.8475
H 4.4136 -1.0473 -4.4141
Cl 0.0715 -2.5924 -3.4106
Si -0.5584 -2.6109 -1.3906
Cl 0.3335 -4.3748 -0.6465
Cl -2.5780 -3.1034 -1.5313
*
```

(3)
# C22H32BO6

A 2-piece molecular cluster, C22H32BO6 overall in a non-equilibrium geometry (ωB97M-V with the def2-TZVPD basis set, the Open Molecules 2025 dataset).

Properties
Frontier orbital gap, eV: 4.0214

Geometry as ORCA input:
```
! wB97M-V def2-TZVPD RIJCOSX def2/J DEFGRID3
* xyz 1 1
C 4.7931 3.2636 0.2820
C 5.5177 1.9309 0.3329
O 4.9196 0.9931 -0.5911
C 4.4470 -0.1340 -0.0013
C 5.2459 -1.1693 0.2543
C 4.7225 -2.3802 0.9039
O 5.4694 -3.2499 1.2937
C 3.2383 -2.4778 1.0881
C 2.7541 -3.6980 1.5276
C 1.3935 -3.8542 1.7221
C 0.5140 -2.7941 1.4960
B -1.0316 -3.0634 1.7387
O -1.6035 -2.8212 2.9639
O -1.7957 -3.5428 0.7117
C 0.9971 -1.5549 1.0623
C 0.0121 -0.4381 0.8380
C -0.5578 -0.5170 -0.6048
C -0.8239 0.8650 -1.2176
C -0.7548 0.7433 -2.7506
C -2.1894 1.4314 -0.8008
C -3.3889 0.4769 -1.0435
C -4.0290 -0.1083 0.2078
C -4.7925 0.6004 1.1022
C -6.2316 0.2340 1.3594
C -4.2933 1.7623 1.9362
C 2.3776 -1.3995 0.8330
C 2.9746 -0.1382 0.3094
O 2.3518 0.8779 0.0778
H 3.8423 3.1769 0.8022
H 5.3932 3.9943 0.8262
H 4.6604 3.5689 -0.7530
H 6.5848 2.0197 0.1305
H 5.4258 1.5278 1.3440
H 6.2943 -1.1392 -0.0115
H 3.4581 -4.4985 1.7041
H 1.0049 -4.8036 2.0697
H -1.0951 -2.1395 3.4167
H -2.6956 -3.1994 0.7422
H 0.4281 0.5437 1.0235
H -0.8407 -0.5486 1.5152
H -1.4813 -1.0955 -0.5498
H 0.1076 -1.1079 -1.2371
H -0.0309 1.5314 -0.8739
H 0.1469 0.1774 -2.9937
H -0.7234 1.7322 -3.2068
H -1.6142 0.1632 -3.0924
H -2.3506 2.3368 -1.3994
H -2.1639 1.7627 0.2337
H -4.1831 1.0025 -1.5717
H -3.1089 -0.3710 -1.6688
H -3.8333 -1.1622 0.4109
H -6.8265 1.1456 1.2880
H -6.5840 -0.5339 0.6796
H -6.3687 -0.1203 2.3911
H -4.5887 2.7398 1.5290
H -4.7226 1.6834 2.9326
H -3.2092 1.7518 1.9624
O -0.2599 2.4592 -5.4639
H 0.6064 2.7491 -5.8191
H -0.5813 1.6393 -5.8952
H -0.9271 3.1760 -5.4965
*
```

(4)
# C22H32CoF2PSbSe2

C22H32CoF2PSbSe2 as an isolated structure in a non-equilibrium geometry (ωB97M-V with the def2-TZVPD basis set, the Open Molecules 2025 dataset).

Properties
<S²>: 3.77
Frontier orbital gap (spin up / spin down), eV: 7.8358 / 8.2519

Geometry as ORCA input:
```
! wB97M-V def2-TZVPD RIJCOSX def2/J DEFGRID3
* xyz 0 4
Co -0.0361 0.1043 -0.1490
Se 2.1918 0.3667 0.4066
P 1.7216 2.1969 -0.6924
Se -0.1873 3.0139 -0.1741
C 1.8061 1.7798 -2.4688
C 3.0316 1.4150 -3.0210
C 3.0949 1.0105 -4.3439
C 1.9400 0.9653 -5.1153
C 0.7209 1.3320 -4.5662
C 0.6521 1.7403 -3.2408
C 3.0933 3.3801 -0.4713
C 2.9846 4.6278 -1.0801
C 3.9991 5.5579 -0.9289
C 5.1180 5.2478 -0.1667
C 5.2261 4.0063 0.4399
C 4.2128 3.0695 0.2886
H 3.9276 1.4501 -2.4121
H 4.0483 0.7288 -4.7725
H 1.9944 0.6451 -6.1480
H -0.1805 1.3036 -5.1643
H -0.2944 2.0351 -2.8037
H 2.1000 4.8610 -1.6614
H 3.9151 6.5286 -1.4000
H 5.9054 5.9795 -0.0378
H 6.0939 3.7605 1.0381
H 4.2917 2.1002 0.7624
F -2.6765 -1.0878 0.4999
C -2.0106 0.0699 0.1567
F -1.8540 -0.0138 -1.2972
H -2.7117 0.8866 0.3267
C -2.1082 -4.5259 -1.1246
C -1.0107 -4.6326 -0.0711
C -0.1849 -5.8983 -0.2499
Sb 0.0977 -2.7152 -0.0556
C 1.2897 -2.8794 1.7895
C 0.4300 -2.3436 2.9313
C 1.8534 -4.2574 2.1045
C 1.6978 -2.8471 -1.5782
C 1.2045 -2.1001 -2.8140
C 2.2019 -4.2404 -1.9308
H -2.7727 -5.3934 -1.0703
H -1.6793 -4.5013 -2.1294
H -2.7122 -3.6273 -0.9895
H -1.4641 -4.6251 0.9239
H 0.1550 -6.0004 -1.2797
H -0.8070 -6.7701 -0.0228
H 0.6850 -5.9360 0.4018
H 2.1179 -2.1906 1.6093
H -0.4483 -2.9759 3.0868
H 0.0861 -1.3280 2.7239
H 0.9983 -2.3225 3.8659
H 1.0535 -4.9615 2.3401
H 2.5067 -4.1988 2.9811
H 2.4459 -4.6548 1.2790
H 2.5081 -2.2782 -1.1165
H 0.3619 -2.6210 -3.2773
H 1.9991 -2.0119 -3.5609
H 0.8723 -1.0874 -2.5681
H 1.4339 -4.8170 -2.4484
H 2.5154 -4.7971 -1.0470
H 3.0632 -4.1648 -2.6028
*
```

(5)
# C22H32F3N3O2

One molecule with the formula C22H32F3N3O2 in a non-equilibrium geometry (ωB97M-V with the def2-TZVPD basis set, the Open Molecules 2025 dataset).

Properties
SMILES string: CCCCN(CCCC)CCCNC(=O)[C@@H]1CC(c2ccc(C(F)(F)F)cc2)=NO1
Frontier orbital gap, eV: 8.8384

Geometry as ORCA input:
```
! wB97M-V def2-TZVPD RIJCOSX def2/J DEFGRID3
* xyz 0 1
C -5.2941 2.1114 -2.8910
C -5.4032 0.6314 -2.5417
C -4.5480 0.2338 -1.3375
C -5.1202 0.7465 -0.0124
N -4.2227 0.4763 1.1101
C -4.8367 -0.3498 2.1417
H -5.8563 -0.0040 2.3826
C -4.8842 -1.8272 1.7404
H -5.4876 -2.3694 2.4699
C -3.4897 -2.4464 1.7013
N -2.6892 -1.8145 0.6784
C -1.8105 -2.4833 -0.0643
O -1.5460 -3.6657 0.0503
C -1.1068 -1.6350 -1.1457
C 0.3858 -1.9760 -1.2260
C 0.9742 -0.6835 -0.7125
N 0.0897 0.2179 -0.5209
O -1.1542 -0.2342 -0.8236
C 2.3823 -0.4423 -0.4707
C 3.3314 -1.4353 -0.7161
C 4.6716 -1.1927 -0.4858
C 5.0737 0.0455 -0.0024
C 4.1388 1.0454 0.2451
C 2.8023 0.7999 0.0139
H 2.0607 1.5589 0.2021
H 4.4639 2.0035 0.6206
C 6.5330 0.3225 0.2163
F 7.1165 0.8466 -0.8820
F 6.7550 1.1997 1.2073
F 7.2359 -0.7799 0.5183
H 5.4057 -1.9611 -0.6738
H 3.0241 -2.4000 -1.0878
H 0.6144 -2.8342 -0.5912
H 0.7267 -2.1872 -2.2410
H -1.6411 -1.7764 -2.0903
H -2.8747 -0.8174 0.5532
H -3.5362 -3.5162 1.4784
H -3.0056 -2.3241 2.6787
H -5.3566 -1.9333 0.7636
H -4.2402 -0.2630 3.0534
C -3.5995 1.6783 1.6476
C -2.6656 2.3470 0.6410
C -1.7932 3.4137 1.2978
C -0.8231 4.0212 0.2923
H -0.2070 3.2404 -0.1478
H -1.3649 4.5206 -0.5079
H -0.1743 4.7496 0.7734
H -1.2273 2.9624 2.1160
H -2.4236 4.1984 1.7240
H -3.2415 2.8053 -0.1642
H -2.0202 1.5873 0.2037
H -3.0044 1.3785 2.5151
H -4.3546 2.4055 1.9966
H -5.3072 1.8225 -0.0849
H -6.0890 0.2649 0.1605
H -3.5364 0.6181 -1.4671
H -4.4844 -0.8555 -1.2921
H -6.4482 0.3785 -2.3455
H -5.0805 0.0458 -3.4055
H -4.2550 2.3833 -3.0630
H -5.6859 2.7359 -2.0922
H -5.8597 2.3288 -3.7943
*
```

(6)
# C22H32N2O4

One molecule with the formula C22H32N2O4 (ωB97M-V with the def2-TZVPD basis set, the Open Molecules 2025 dataset).

Properties
SMILES string: COCCC(=O)N1CCC(Oc2ccc(C(=O)N3CCCCCC3)cc2)CC1
Frontier orbital gap, eV: 9.2119

Geometry as ORCA input:
```
! wB97M-V def2-TZVPD RIJCOSX def2/J DEFGRID3
* xyz 0 1
C 3.7597 -7.8911 5.0590
O 3.8339 -6.5855 4.5530
C 3.8742 -6.5404 3.1430
C 3.6860 -5.0880 2.7132
C 2.2071 -4.7635 2.5245
O 1.3614 -5.6321 2.4480
N 1.8780 -3.4493 2.4471
C 2.7787 -2.3261 2.3537
H 3.8049 -2.6340 2.5386
C 2.6769 -1.6768 0.9707
H 3.3386 -0.8122 0.9119
H 2.9761 -2.3893 0.2007
C 1.2352 -1.2444 0.6971
C 0.3135 -2.4596 0.8432
C 0.4932 -3.0818 2.2267
H -0.1068 -3.9879 2.3201
H 0.1912 -2.3675 3.0017
H -0.7285 -2.1750 0.6948
H 0.5769 -3.1896 0.0757
O 1.2088 -0.7116 -0.6152
C 0.1688 0.0655 -1.0232
C -0.9005 0.4776 -0.2354
C -1.8854 1.2875 -0.7751
C -1.8193 1.7150 -2.0919
C -0.7546 1.2909 -2.8837
C 0.2251 0.4788 -2.3568
H 1.0537 0.1424 -2.9598
H -0.7024 1.5948 -3.9190
C -2.9438 2.5174 -2.6712
O -4.0494 2.0256 -2.8141
N -2.6585 3.7859 -3.0549
C -1.4336 4.4744 -2.7337
H -1.0071 4.8863 -3.6575
C -1.6246 5.6123 -1.7225
H -2.1650 5.2398 -0.8515
H -0.6296 5.9164 -1.3903
C -2.3408 6.8271 -2.3138
C -3.8709 6.7587 -2.2629
C -4.4794 5.3866 -2.5716
H -5.5091 5.5337 -2.9006
C -3.7296 4.5749 -3.6320
H -4.4203 3.8643 -4.0917
H -3.3157 5.2236 -4.4071
H -4.5201 4.7787 -1.6662
H -4.2605 7.4924 -2.9724
H -4.2096 7.0621 -1.2698
H -2.0113 6.9542 -3.3474
H -2.0303 7.7236 -1.7725
H -0.7268 3.7510 -2.3248
H -2.7203 1.5905 -0.1608
H -0.9884 0.1748 0.7960
H 0.9538 -0.4681 1.4250
H 2.4961 -1.5917 3.1192
H 4.1142 -4.4619 3.4954
H 4.2061 -4.9039 1.7714
H 3.0679 -7.1553 2.7191
H 4.8407 -6.9310 2.7859
H 3.7350 -7.8044 6.1435
H 2.8525 -8.3997 4.7110
H 4.6335 -8.4852 4.7600
*
```

(7)
# C22H32N4O4S

One molecule with the formula C22H32N4O4S in a non-equilibrium geometry (ωB97M-V with the def2-TZVPD basis set, the Open Molecules 2025 dataset).

Properties
SMILES string: CN(C)S(=O)(=O)c1ccc2c(c1)c(=O)c(C(=O)NCCCN1CCCCCC1)cn2C
Frontier orbital gap, eV: 6.4329

Geometry as ORCA input:
```
! wB97M-V def2-TZVPD RIJCOSX def2/J DEFGRID3
* xyz 0 1
C 4.2958 2.5330 -1.6420
N 3.8890 1.3212 -2.5144
S 4.5728 -0.2015 -1.9350
O 4.3164 -1.1078 -3.0399
O 5.9933 0.1082 -1.9283
C 3.8479 -0.3749 -0.5636
C 2.6189 -0.8109 -0.5846
C 1.8631 -1.3392 0.5629
C 2.4641 -0.9501 1.8108
C 3.6472 -0.3008 1.8465
C 4.5037 -0.1927 0.8580
H 5.5074 0.1920 0.6954
H 4.0833 -0.0334 2.6099
N 1.6908 -1.0782 3.1066
C 0.4311 -1.6350 2.8441
C -0.1437 -1.7724 1.8105
C 0.4049 -1.6822 0.4238
O 0.0496 -2.0433 -0.5818
C -1.7028 -2.4571 2.0067
O -2.1468 -2.1956 3.1156
N -2.1699 -2.8335 0.7414
C -3.4854 -2.9112 0.8450
C -4.2320 -2.1688 -0.2615
H -3.7633 -2.3054 -1.2240
H -5.2914 -2.6684 -0.4135
C -4.1535 -0.6831 -0.1152
N -2.7569 -0.1695 -0.4579
C -2.2596 -0.1660 -1.5586
C -2.4574 1.4754 -2.2544
C -1.6370 2.4889 -1.6664
H -0.5950 1.8525 -1.4507
C -2.0770 2.9676 -0.4843
C -2.8280 2.0854 0.6233
H -2.8230 2.5943 1.4507
H -3.8439 2.0321 0.2195
C -2.1701 0.6027 0.8386
H -1.1321 0.6008 0.4347
H -2.3676 0.4798 1.8057
H -1.2125 3.4967 0.1652
H -2.6391 3.8927 -0.5043
H -1.5433 3.3731 -2.3680
H -3.4088 1.8203 -1.9648
H -2.2705 1.3477 -3.3863
H -1.1924 -0.1556 -1.8395
H -2.6618 -0.8622 -2.3195
H -4.5551 -0.4174 0.8554
H -4.8595 -0.0213 -0.8744
H -3.9753 -3.9774 0.4349
H -4.0600 -2.9150 1.7123
H -1.5388 -2.6454 -0.0088
H -0.1362 -1.7046 3.8750
C 2.2370 -0.8076 4.3137
H 2.9980 -1.4555 4.5152
H 2.3899 0.4440 4.3772
H 1.3979 -0.8740 5.1180
H 2.1238 -1.2266 -1.2878
C 2.6834 1.2408 -3.1086
H 2.0324 1.3167 -2.1778
H 2.5898 0.2997 -3.4866
H 2.3348 2.3347 -3.4804
H 5.2952 2.3252 -1.4771
H 4.1816 3.4633 -2.2193
H 3.6466 2.4547 -0.8375
*
```

Copy entry 3 word for word.
# C22H32BO6

A 2-piece molecular cluster, C22H32BO6 overall in a non-equilibrium geometry (ωB97M-V with the def2-TZVPD basis set, the Open Molecules 2025 dataset).

Properties
Frontier orbital gap, eV: 4.0214

Geometry as ORCA input:
```
! wB97M-V def2-TZVPD RIJCOSX def2/J DEFGRID3
* xyz 1 1
C 4.7931 3.2636 0.2820
C 5.5177 1.9309 0.3329
O 4.9196 0.9931 -0.5911
C 4.4470 -0.1340 -0.0013
C 5.2459 -1.1693 0.2543
C 4.7225 -2.3802 0.9039
O 5.4694 -3.2499 1.2937
C 3.2383 -2.4778 1.0881
C 2.7541 -3.6980 1.5276
C 1.3935 -3.8542 1.7221
C 0.5140 -2.7941 1.4960
B -1.0316 -3.0634 1.7387
O -1.6035 -2.8212 2.9639
O -1.7957 -3.5428 0.7117
C 0.9971 -1.5549 1.0623
C 0.0121 -0.4381 0.8380
C -0.5578 -0.5170 -0.6048
C -0.8239 0.8650 -1.2176
C -0.7548 0.7433 -2.7506
C -2.1894 1.4314 -0.8008
C -3.3889 0.4769 -1.0435
C -4.0290 -0.1083 0.2078
C -4.7925 0.6004 1.1022
C -6.2316 0.2340 1.3594
C -4.2933 1.7623 1.9362
C 2.3776 -1.3995 0.8330
C 2.9746 -0.1382 0.3094
O 2.3518 0.8779 0.0778
H 3.8423 3.1769 0.8022
H 5.3932 3.9943 0.8262
H 4.6604 3.5689 -0.7530
H 6.5848 2.0197 0.1305
H 5.4258 1.5278 1.3440
H 6.2943 -1.1392 -0.0115
H 3.4581 -4.4985 1.7041
H 1.0049 -4.8036 2.0697
H -1.0951 -2.1395 3.4167
H -2.6956 -3.1994 0.7422
H 0.4281 0.5437 1.0235
H -0.8407 -0.5486 1.5152
H -1.4813 -1.0955 -0.5498
H 0.1076 -1.1079 -1.2371
H -0.0309 1.5314 -0.8739
H 0.1469 0.1774 -2.9937
H -0.7234 1.7322 -3.2068
H -1.6142 0.1632 -3.0924
H -2.3506 2.3368 -1.3994
H -2.1639 1.7627 0.2337
H -4.1831 1.0025 -1.5717
H -3.1089 -0.3710 -1.6688
H -3.8333 -1.1622 0.4109
H -6.8265 1.1456 1.2880
H -6.5840 -0.5339 0.6796
H -6.3687 -0.1203 2.3911
H -4.5887 2.7398 1.5290
H -4.7226 1.6834 2.9326
H -3.2092 1.7518 1.9624
O -0.2599 2.4592 -5.4639
H 0.6064 2.7491 -5.8191
H -0.5813 1.6393 -5.8952
H -0.9271 3.1760 -5.4965
*
```